A structure of composition C3H7LuN2O2, computed with ωB97M-V/def2-TZVPD.

The calculation puts the HOMO energy at -15.05 eV. The LUMO energy is -10.9 eV. For the total energy, the calculation gives -43892.3542 eV. The HOMO-LUMO gap comes out at 4.122 eV.

Geometry as ORCA input:
```
! wB97M-V def2-TZVPD RIJCOSX def2/J DEFGRID3
* xyz 2 1
N 1.689 1.378 0.474
C 1.551 0.192 -0.311
C 0.685 -0.860 0.088
C -0.794 -0.702 0.404
O -1.383 -0.270 -0.722
N -2.448 1.211 -0.431
O -2.299 1.919 -1.235
H 1.394 2.238 0.032
H 1.313 1.335 1.412
H 1.193 0.441 -1.332
H 2.550 -0.255 -0.500
H 0.859 -1.688 -0.606
H -0.952 -0.057 1.281
H -1.216 -1.680 0.701
Lu -2.353 -3.020 0.808
*
```